1.
A molecular structure, C7H6BF3N3O6S at a distorted geometry. Source: OMol25; level of theory: wB97M-V/def2-TZVPD.

```
27
Properties=species:S:1:pos:R:3
O -0.211 0.056 -3.426
S -0.808 -0.465 -2.225
O -2.181 -0.283 -1.866
C -0.528 -2.365 -2.295
F -1.148 -2.963 -3.324
F 0.804 -2.587 -2.381
F -0.993 -2.880 -1.135
C 0.110 0.178 -0.806
C -0.539 0.359 0.432
C 0.317 0.581 1.530
N 0.028 0.407 2.876
O -1.009 0.334 3.508
O 1.294 0.508 3.550
N 2.315 0.734 2.651
C 1.708 0.675 1.416
C 2.372 0.621 0.160
N 3.773 0.852 -0.100
O 4.594 1.226 0.780
O 4.164 0.678 -1.301
C 1.525 0.311 -0.928
H -1.498 -0.379 0.671
H 1.999 0.211 -1.851
H -1.864 0.883 0.667
B -3.365 0.804 0.834
H -3.485 0.928 1.980
H -3.604 1.753 0.208
H -3.768 -0.177 0.378
```

E_LUMO = 1.6 eV
charge = -1
largest force on an atom = 7.67 eV Å⁻¹
energy above the lowest of the compared OMol25 structures with the same formula, charge and spin = 2.407 eV
Kohn-Sham gap = 6.42 eV
E = -43765.447 eV

2.
A single C4H10N2 molecule at a distorted geometry. Source: OMol25; level of theory: wB97M-V/def2-TZVPD.

```
16
Properties=species:S:1:pos:R:3
C 1.562 -1.829 -0.210
C 0.595 -0.906 0.482
N -0.879 -1.327 0.472
C -0.464 -0.136 -0.249
C -1.043 1.283 0.116
N -0.290 2.402 -0.411
H 1.006 -2.352 -0.966
H 2.316 -1.128 -0.724
H 2.042 -2.617 0.477
H 0.934 -0.568 1.493
H -1.204 -1.056 1.387
H -0.373 -0.218 -1.336
H -2.092 1.292 -0.226
H -1.057 1.386 1.169
H -0.670 3.263 -0.021
H -0.384 2.510 -1.452
```

E_LUMO = 1.1 eV
largest force on an atom = 1.93 eV Å⁻¹
energy above the lowest of the compared OMol25 structures with the same formula, charge and spin = 1.787 eV
Kohn-Sham gap = 10.41 eV
E = -7288.833 eV
structure (SMILES) = C[C@@H]1N[C@H]1CN

3.
A molecular structure, C48H60N12O4P at a distorted geometry. Source: OMol25; level of theory: wB97M-V/def2-TZVPD.

```
125
Properties=species:S:1:pos:R:3
P -0.045 -0.034 0.137
O -1.177 -0.907 0.528
O -0.593 1.355 -0.515
O 0.571 -0.691 -0.949
O 0.859 0.268 1.257
N 1.159 2.054 2.895
C 2.249 2.211 3.639
C 2.015 3.312 4.364
C 0.708 3.923 3.953
C 0.270 3.047 2.993
H 0.917 1.333 2.229
H 3.087 1.468 3.509
H 2.780 3.694 5.039
H 0.162 4.851 4.273
H -0.567 3.133 2.240
N -0.901 -3.194 1.268
C -0.294 -3.813 2.419
C -0.217 -5.100 2.135
C -0.702 -5.377 0.727
C -1.070 -4.091 0.236
H -1.251 -2.210 1.117
H -0.123 -3.289 3.313
H 0.098 -5.795 2.824
H -0.719 -6.500 0.310
H -1.442 -3.716 -0.726
N 1.952 -1.197 2.972
C 2.683 -2.335 2.652
C 2.928 -3.068 3.781
C 2.231 -2.262 4.907
C 1.672 -1.097 4.385
H 1.458 -0.679 2.332
H 2.848 -2.558 1.603
H 3.635 -3.901 3.754
H 2.413 -2.517 5.821
H 0.875 -0.217 4.570
N -2.173 -0.583 3.163
C -2.698 -1.643 3.827
C -2.885 -1.291 5.183
C -2.337 0.045 5.244
C -1.826 0.382 4.047
H -1.747 -0.545 2.253
H -3.001 -2.358 3.282
H -3.400 -1.980 5.927
H -2.388 0.555 6.078
H -1.188 1.170 3.625
N 2.365 -2.508 -1.351
C 2.455 -3.782 -0.851
C 3.516 -4.441 -1.327
C 4.103 -3.456 -2.263
C 3.518 -2.258 -2.223
H 1.635 -1.529 -0.998
H 1.772 -4.020 -0.180
H 3.833 -5.326 -1.111
H 4.941 -3.685 -2.957
H 3.790 -1.324 -2.799
N -1.902 1.408 -2.675
C -1.692 0.788 -3.787
C -2.466 1.387 -4.734
C -3.116 2.616 -4.094
C -2.599 2.576 -2.808
H -1.103 1.332 -1.644
H -0.972 0.012 -3.937
H -2.828 1.023 -5.609
H -3.820 3.345 -4.622
H -2.638 3.177 -1.927
N -3.449 -1.258 0.175
C -4.183 -0.370 -0.563
C -5.498 -0.840 -0.619
C -5.459 -2.079 0.193
C -4.176 -2.271 0.530
H -2.230 -0.926 0.366
H -3.419 0.368 -0.854
H -6.486 -0.504 -1.197
H -6.371 -2.507 0.360
H -3.740 -3.054 1.191
N -2.336 2.841 0.485
C -3.363 2.379 1.394
C -3.858 3.457 2.010
C -3.246 4.681 1.422
C -2.383 4.217 0.628
H -1.609 2.267 0.011
H -3.475 1.240 1.661
H -4.565 3.322 2.906
H -3.496 5.714 1.748
H -1.507 4.929 0.201
N 1.608 0.237 -2.989
C 2.450 1.318 -2.939
C 2.750 1.641 -4.248
C 2.407 0.575 -5.103
C 1.641 -0.239 -4.351
H 1.019 -0.100 -1.929
H 2.818 1.944 -2.063
H 3.398 2.462 -4.251
H 2.641 0.516 -6.308
H 1.048 -1.010 -4.701
N -0.506 -2.554 -2.721
C 0.037 -3.512 -3.596
C -0.990 -3.846 -4.438
C -2.210 -3.079 -4.078
C -1.822 -2.358 -3.027
H -0.023 -2.100 -1.844
H 1.177 -3.704 -3.351
H -0.813 -4.792 -4.978
H -3.206 -3.112 -4.464
H -2.210 -1.631 -2.287
N 0.421 3.486 -1.206
C 0.783 4.557 -0.463
C 1.429 5.508 -1.349
C 1.149 4.950 -2.764
C 0.569 3.805 -2.490
H -0.023 2.522 -0.862
H 0.779 4.392 0.580
H 1.672 6.681 -1.097
H 1.284 5.310 -3.815
H 0.574 3.068 -3.166
N 3.258 0.884 0.683
C 3.555 2.127 0.335
C 4.818 2.218 -0.228
C 5.194 0.828 -0.178
C 4.101 0.019 0.155
H 2.151 0.677 0.953
H 2.893 3.024 0.375
H 5.274 3.155 -0.371
H 6.187 0.422 -0.456
H 3.950 -1.081 0.258
```

E_LUMO = 6.2 eV
charge = -3
largest force on an atom = 9.61 eV Å⁻¹
energy above the lowest of the compared OMol25 structures with the same formula, charge and spin = 2.933 eV
Kohn-Sham gap = 6.87 eV
E = -86097.717 eV

4.
A gas-phase ion, CH2NO2 (charge -1) at a distorted geometry. Source: OMol25; level of theory: wB97M-V/def2-TZVPD.

```
6
Properties=species:S:1:pos:R:3
C -0.673 -0.084 0.824
N 0.925 -0.218 -0.812
O 1.074 -0.342 -1.995
O -0.338 0.223 -0.557
H -1.202 0.791 1.175
H 0.214 -0.370 1.365
```

<S²> = 2.008
E_LUMO (alpha / beta) = 4.9 / 4.6 eV
charge = -1
largest force on an atom = 6.77 eV Å⁻¹
energy above the lowest of the compared OMol25 structures with the same formula, charge and spin = 0.633 eV
Kohn-Sham gap (alpha / beta) = 4.87 / 7.13 eV
E = -6649.235 eV
spin multiplicity = 3

5.
A molecular structure, H11NaO6 at a distorted geometry. Source: OMol25; level of theory: wB97M-V/def2-TZVPD.

```
18
Properties=species:S:1:pos:R:3
Na 7.658 -11.600 -4.157
O 7.800 -9.487 -2.927
H 7.340 -9.523 -2.066
O 6.443 -13.850 -5.159
H 6.833 -14.664 -5.477
H 6.241 -13.354 -5.952
O 9.435 -12.659 -2.934
H 9.853 -11.871 -2.588
H 9.224 -13.179 -2.159
O 9.849 -10.317 -1.565
H 10.267 -9.457 -1.600
H 9.087 -10.237 -2.139
O 6.931 -10.982 -6.597
H 6.913 -11.447 -7.434
H 6.387 -10.208 -6.741
O 5.853 -12.397 -2.470
H 6.212 -12.551 -1.596
H 5.628 -13.270 -2.794
```

E_LUMO = -0.5 eV
largest force on an atom = 2.61 eV Å⁻¹
energy above the lowest of the compared OMol25 structures with the same formula, charge and spin = 0.161 eV
Kohn-Sham gap = 6.76 eV
E = -16880.972 eV

6.
A gas-phase ion, C4H8N3S (charge +1) at a distorted geometry. Source: OMol25; level of theory: wB97M-V/def2-TZVPD.

```
16
Properties=species:S:1:pos:R:3
C -0.220 -1.274 -0.418
C -2.068 0.004 0.647
C 1.934 -1.242 0.756
C 1.754 1.015 -0.648
N 0.687 -1.359 0.487
N -1.462 -0.852 -0.284
N -1.323 0.643 1.403
S 2.978 0.072 0.290
H -0.064 -1.655 -1.443
H -3.167 0.006 0.337
H 2.294 -1.893 1.524
H 2.276 2.018 -0.925
H 0.845 1.289 -0.018
H 1.259 0.576 -1.519
H -2.166 -1.071 -1.051
H -1.716 1.216 2.076
```

E_LUMO = -4.6 eV
charge = +1
largest force on an atom = 3.07 eV Å⁻¹
energy above the lowest of the compared OMol25 structures with the same formula, charge and spin = 2.235 eV
Kohn-Sham gap = 9.20 eV
E = -19575.020 eV

7.
2 unconnected molecules or ions with the total composition C7H14N2 at a distorted geometry. Source: OMol25; level of theory: wB97M-V/def2-TZVPD.

```
23
Properties=species:S:1:pos:R:3
C -2.529 -0.459 -0.701
C -1.136 -0.272 0.999
C -2.935 -1.467 0.289
C 1.885 -0.720 -0.412
C 3.620 0.902 0.388
C -0.961 1.519 -0.771
C 2.434 0.476 -0.315
N -1.915 -1.262 1.308
N -1.411 0.214 -0.213
H -2.797 -0.215 -1.757
H -4.006 -1.382 0.710
H -3.012 -2.547 -0.114
H 1.058 -0.925 -1.133
H 2.322 -1.603 0.209
H -0.380 0.033 1.697
H 4.466 0.234 -0.014
H 3.692 0.621 1.351
H 3.867 1.980 0.144
H -0.675 1.386 -1.895
H 0.089 1.628 -0.344
H -1.618 2.396 -0.524
H 2.084 1.277 -1.015
H -2.141 -1.816 2.113
```

<S²> = 2.016
E_LUMO (alpha / beta) = -8.1 / -12.5 eV
charge = +2
largest force on an atom = 6.21 eV Å⁻¹
energy above the lowest of the compared OMol25 structures with the same formula, charge and spin = 0.843 eV
Kohn-Sham gap (alpha / beta) = 6.76 / 6.28 eV
E = -10443.797 eV
spin multiplicity = 3

8.
A molecular structure, C3H5OS at a distorted geometry. Source: OMol25; level of theory: wB97M-V/def2-TZVPD.

```
10
Properties=species:S:1:pos:R:3
O -1.332 1.768 -1.304
C -0.494 1.165 -0.488
C -0.307 -0.365 -0.456
C 0.810 -0.840 0.518
S 0.021 -0.971 2.149
H 0.526 1.621 -0.169
H -0.918 -1.010 -1.054
H -1.156 0.338 0.217
H 1.512 0.032 0.386
H 1.338 -1.738 0.202
```

<S²> = 0.756
E_LUMO (alpha / beta) = 0.0 / -2.5 eV
largest force on an atom = 7.20 eV Å⁻¹
energy above the lowest of the compared OMol25 structures with the same formula, charge and spin = 3.147 eV
Kohn-Sham gap (alpha / beta) = 9.42 / 7.01 eV
E = -16069.839 eV
spin multiplicity = 2